1.
Computed, not measured: a 13-piece molecular cluster, C4H30O13 overall, with ωB97M-V/def2-TZVPD.

The total charge is +1. The multiplicity is 2. The lowest unoccupied orbital energy (spin up / spin down) is -4.23 / -7.85 eV. The HOMO-LUMO gap (spin up / spin down) is 0.3735 / 0.2379 Ha. As for the expectation value of S²: 0.7617.

Each line ends with the Löwdin spin population.
Positions of all 47 atoms, in Å:
C 0.318 -0.170 0.270  0.460
C 0.586 0.215 -0.974  0.167
O 1.840 0.261 -1.422  0.132
C -0.382 0.673 -1.980  0.028
C -0.088 1.596 -2.896  0.110
H 1.081 -0.463 0.975  0.014
H -0.712 -0.204 0.718  0.012
H 2.444 -0.546 -1.023  0.003
H -1.331 0.208 -1.956  0.002
H 0.933 2.115 -2.942  0.003
H -0.771 1.951 -3.689  0.004
H -1.255 -2.112 2.775  0.000
H -0.185 -1.139 2.974  0.000
O -0.330 -2.109 2.802  0.002
H -0.295 -2.850 -0.724  0.001
H -1.356 -1.917 -1.146  0.001
O -0.814 -2.615 -1.429  0.023
H -3.398 2.147 -0.403  0.000
H -2.575 0.861 -0.444  0.000
O -2.674 1.703 -0.002  -0.001
H 0.913 -4.089 0.857  0.000
H 0.470 -2.647 1.428  0.001
O 0.814 -3.139 0.635  0.008
H 1.406 -1.165 -2.963  0.000
H 0.588 -2.380 -2.434  0.000
O 1.410 -2.178 -2.899  0.001
H 2.237 1.837 -0.741  0.001
H 1.180 3.043 -0.612  0.000
O 2.074 2.718 -0.358  0.009
H -1.748 0.243 2.557  0.000
H -2.808 0.828 1.612  0.000
O -2.614 0.044 2.124  -0.001
H -1.275 2.765 -0.117  0.000
H -0.174 3.217 0.892  0.000
O -0.536 3.326 -0.021  0.005
H 2.203 -2.330 -0.109  0.001
H 2.549 -2.280 -1.555  0.000
O 2.868 -1.980 -0.667  0.002
H 1.592 2.527 1.152  0.001
H 1.560 3.187 2.558  0.000
O 1.063 2.588 2.038  0.006
H 0.281 1.239 2.640  0.002
H -0.177 0.797 4.087  0.000
O -0.199 0.539 3.188  0.002
H -2.550 -0.853 0.599  0.000
H -3.480 -1.428 -0.491  0.000
O -2.645 -0.965 -0.364  0.001

***

2.
Computed, not measured: a 12-piece molecular cluster, C4H31NO12 overall, with ωB97M-V/def2-TZVPD.

The total charge is 0. The multiplicity is 1. The lowest unoccupied orbital energy is 0.23 eV. The HOMO-LUMO gap is 0.3627 Ha. The relative energy (zero: lowest compared OMol25 entry of this formula, charge and spin) is 0.000 eV. As for the SMILES: CC[C@H](N)C=O.O.O.O.O.O.O.O.O.O.O.O.

Each line ends with the Mulliken charge.
Positions of all 48 atoms, in Å:
C -1.445 -2.721 0.281  -0.745
C 0.065 -3.010 0.153  -0.861
C 0.992 -1.810 0.337  0.588
N 0.491 -0.615 -0.380  0.379
C 2.399 -2.089 -0.166  -0.413
O 3.275 -1.270 -0.029  -0.573
H -1.588 -1.750 0.744  -0.150
H -1.924 -2.728 -0.696  0.318
H -1.891 -3.488 0.909  0.390
H 0.331 -3.787 0.871  0.489
H 0.291 -3.352 -0.861  0.279
H 1.021 -1.517 1.389  0.196
H -0.027 -0.901 -1.205  -0.299
H 1.266 -0.039 -0.686  0.350
H 2.515 -2.939 -0.862  0.335
O -3.093 0.001 -0.613  -0.651
H -3.755 -0.648 -0.345  0.309
H -2.474 -0.024 0.133  0.340
O -2.087 -0.238 2.449  -0.620
H -2.649 0.211 3.089  0.334
H -1.489 0.462 2.111  0.414
O 2.851 2.070 -0.546  -0.669
H 2.735 1.671 0.351  0.409
H 3.787 2.304 -0.533  0.284
O -2.787 2.644 -0.047  -0.722
H -2.544 3.190 -0.803  0.313
H -3.259 1.864 -0.382  0.349
O 0.483 -2.126 -2.990  -0.549
H -0.062 -1.353 -3.258  0.279
H 0.922 -2.224 -3.848  0.297
O 3.058 0.727 1.843  -0.779
H 3.312 0.022 1.219  0.443
H 2.257 0.505 2.348  0.344
O 0.101 2.361 -1.938  -0.663
H 0.998 2.013 -2.054  0.234
H 0.297 3.190 -1.444  0.359
O 0.830 -0.035 3.467  -0.745
H 0.548 -0.832 3.932  0.300
H 0.045 0.188 2.945  0.255
O -1.340 -0.029 -3.011  -0.719
H -0.895 0.826 -2.866  0.346
H -2.115 0.113 -2.451  0.268
O -0.618 1.610 1.135  -0.923
H -0.121 1.104 0.470  0.498
H -1.353 2.042 0.619  0.375
O 0.770 3.831 0.284  -0.830
H 1.625 3.399 0.141  0.395
H 0.250 3.176 0.793  0.442

***

3.
Computed, not measured: a 12-piece molecular cluster, C4H31NO13 overall, with ωB97M-V/def2-TZVPD.

The total charge is +1. The multiplicity is 2. The lowest unoccupied orbital energy (spin up / spin down) is -4.04 / -9.57 eV. The HOMO-LUMO gap (spin up / spin down) is 0.3122 / 0.1092 Ha. As for the expectation value of S²: 0.7670. The relative energy (zero: lowest compared OMol25 entry of this formula, charge and spin) is 2.122 eV.

Each line ends with the Löwdin spin population.
Positions of all 49 atoms, in Å:
O -2.422 0.910 1.277  0.232
C -3.089 -0.062 1.572  0.001
N -2.762 -1.268 1.017  0.343
C -1.964 -1.416 -0.204  0.120
C -2.610 -0.898 -1.554  0.109
C -1.645 -0.652 -2.713  0.009
O -3.340 -2.078 -1.953  0.101
H -3.970 -0.090 2.262  0.002
H -3.370 -2.078 0.971  0.006
H -1.684 -2.472 -0.247  0.007
H -1.119 -0.681 -0.174  0.027
H -3.393 -0.171 -1.322  0.016
H -2.042 -1.118 -3.616  0.004
H -0.636 -1.037 -2.678  0.005
H -1.365 0.414 -2.845  0.001
H -3.595 -2.053 -2.884  0.005
H 1.895 4.057 0.802  0.000
H 1.545 3.488 2.148  0.000
O 1.585 4.363 1.737  0.000
H 1.880 -1.621 2.795  0.000
H 0.793 -0.987 3.512  0.000
O 1.502 -1.630 3.685  0.000
H 0.386 -4.331 1.425  0.000
H -0.675 -3.260 2.010  0.000
O -0.121 -3.526 1.274  0.002
H -0.167 0.192 1.674  0.000
H 0.772 1.214 1.758  0.000
O 0.631 0.357 2.198  0.001
H -0.933 2.117 -0.236  0.000
H 0.169 0.865 -0.377  0.000
O -0.079 1.732 -0.022  0.000
H 2.783 -3.064 1.749  0.000
H 2.069 -2.579 0.564  0.000
O 2.973 -2.693 0.871  0.000
H -0.492 4.536 0.920  0.000
H -1.648 3.501 1.203  0.000
O -1.202 4.007 0.515  0.000
H 4.097 -2.220 -0.616  0.000
H 4.278 -0.670 -0.559  0.000
O 3.916 -1.395 -1.074  0.000
H 1.877 -0.660 -1.367  0.000
H 0.990 -1.479 -0.529  0.001
O 0.929 -0.730 -1.142  0.006
H 2.405 3.420 -1.441  0.000
H 1.338 2.751 -0.416  0.000
O 1.836 3.552 -0.680  0.000
H 1.705 1.154 -2.963  0.000
H 0.572 2.227 -3.393  0.000
O 1.395 2.059 -2.934  0.000

***

4.
Computed, not measured: a 12-piece molecular cluster, C4H31O13 overall, with ωB97M-V/def2-TZVPD.

The total charge is 0. The multiplicity is 2. The lowest unoccupied orbital energy (spin up / spin down) is -0.75 / -5.95 eV. The HOMO-LUMO gap (spin up / spin down) is 0.3707 / 0.1793 Ha. As for the expectation value of S²: 0.7549.

Each line ends with the Löwdin spin population.
Positions of all 48 atoms, in Å:
C -2.009 1.575 1.033  0.001
C -0.490 1.729 1.142  0.007
C 0.280 0.551 1.780  0.002
O 1.534 0.344 1.117  0.000
C -2.648 2.152 -0.208  0.001
O -2.889 1.158 -1.249  0.014
H -2.346 0.564 1.311  0.000
H -2.567 1.905 1.925  0.001
H -0.213 2.717 1.500  0.000
H -0.214 1.646 0.078  0.003
H -0.275 -0.362 1.553  0.000
H 0.507 0.809 2.808  0.001
H 1.311 -0.017 0.254  0.000
H -3.608 2.589 0.042  0.000
H -2.049 2.921 -0.698  0.000
H -1.323 -3.168 2.699  0.000
H -1.497 -1.793 3.146  0.000
O -1.563 -2.673 3.495  0.000
H 3.428 -0.788 -1.589  0.000
H 4.094 -2.096 -1.072  0.000
O 4.258 -1.181 -1.313  0.000
H 3.747 0.085 3.073  0.000
H 3.369 0.750 1.788  0.000
O 3.894 0.899 2.581  0.000
H 1.876 -2.940 -2.097  0.000
H 1.104 -2.048 -1.217  0.000
O 1.551 -2.918 -1.188  0.002
H 1.062 -0.816 -2.618  0.000
H 1.393 -0.348 -4.072  0.000
O 1.783 -0.625 -3.240  -0.001
H 0.016 2.024 -2.732  0.008
H -2.151 1.225 -1.867  -0.003
O -0.586 1.268 -2.584  0.818
H -2.856 1.104 -4.081  0.000
H -1.455 0.632 -3.856  0.004
O -2.171 0.578 -4.521  0.105
H -2.486 -0.372 -0.282  0.000
H -3.508 -1.301 -0.691  0.000
O -2.725 -1.309 -0.121  0.000
H -0.050 0.098 -1.655  0.004
H -0.874 -1.117 -0.983  0.000
O 0.015 -0.739 -1.137  0.033
H 1.781 2.245 3.111  0.000
H 0.553 3.052 3.332  0.000
O 1.419 2.928 3.681  0.000
H 0.758 -3.670 0.550  0.000
H 1.838 -3.835 1.612  0.000
O 0.981 -3.432 1.460  0.000

***

5.
Computed, not measured: C4H32F12N2O24S4 as an isolated structure, with ωB97M-V/def2-TZVPD.

The total charge is -2. The multiplicity is 1. The lowest unoccupied orbital energy is 2.57 eV. The HOMO-LUMO gap is 0.2992 Ha.

Each line ends with the Mulliken charge.
Positions of all 78 atoms, in Å:
C -1.817 -1.294 -2.088  0.660
F -3.098 -1.820 -2.233  -0.248
F -1.160 -1.948 -3.053  -0.254
F -1.800 0.004 -2.380  -0.196
S -0.977 -1.768 -0.356  0.968
O -1.906 -2.848 0.133  -0.672
O 0.385 -2.269 -0.612  -0.558
N -1.183 -0.364 0.642  -0.418
S 0.142 0.453 0.434  1.056
O 1.169 -0.010 1.367  -0.632
O 0.552 0.647 -0.977  -0.633
C -0.272 2.240 0.966  0.580
F -0.105 2.280 2.287  -0.211
F 0.552 3.099 0.404  -0.195
F -1.576 2.632 0.670  -0.247
C 7.418 6.935 1.378  0.700
F 8.614 6.440 0.984  -0.231
F 6.523 6.678 0.402  -0.233
F 7.033 6.263 2.438  -0.209
S 7.502 8.776 1.808  0.986
O 8.508 9.394 0.943  -0.667
O 6.190 9.363 1.556  -0.577
N 8.102 8.969 3.432  -0.464
S 6.842 8.712 4.366  0.992
O 5.590 8.199 3.854  -0.571
O 7.246 7.886 5.501  -0.689
C 6.447 10.421 5.054  0.652
F 7.340 10.795 5.993  -0.229
F 6.417 11.233 4.013  -0.229
F 5.245 10.384 5.624  -0.232
O -2.813 2.648 8.075  -0.634
H -1.924 2.978 7.942  0.325
H -2.831 2.366 8.989  0.312
O 5.250 -4.391 -2.459  -0.654
H 4.314 -4.252 -2.318  0.328
H 5.540 -3.613 -2.935  0.325
O 0.858 -9.369 -0.224  -0.646
H 1.224 -8.489 -0.318  0.331
H 0.775 -9.691 -1.122  0.315
O 1.607 0.358 -8.158  -0.630
H 0.765 0.698 -8.462  0.314
H 2.225 0.597 -8.849  0.317
O -9.159 -1.715 -5.690  -0.642
H -8.365 -1.775 -6.221  0.318
H -9.029 -0.935 -5.151  0.324
O -5.350 -4.527 -9.936  -0.639
H -5.108 -5.444 -10.067  0.318
H -5.735 -4.504 -9.060  0.321
O 5.327 0.116 -4.552  -0.646
H 5.040 0.777 -3.921  0.329
H 4.620 0.076 -5.196  0.317
O 4.679 -3.686 4.764  -0.647
H 5.188 -2.935 4.458  0.324
H 3.823 -3.321 4.987  0.323
O -5.488 -5.481 5.221  -0.656
H -4.871 -5.974 4.680  0.322
H -5.001 -4.702 5.491  0.332
O -3.114 -9.687 3.130  -0.643
H -2.180 -9.870 3.026  0.326
H -3.434 -9.558 2.237  0.318
O -6.156 -0.809 1.233  -0.644
H -6.327 -1.672 1.610  0.313
H -5.209 -0.695 1.313  0.331
O -6.196 -8.662 -0.414  -0.650
H -6.958 -8.585 0.161  0.320
H -5.752 -7.818 -0.338  0.329
O 2.073 -4.896 -8.469  -0.636
H 1.524 -4.112 -8.436  0.324
H 1.780 -5.361 -9.253  0.312
O -5.043 3.460 -6.432  -0.644
H -4.647 4.329 -6.373  0.319
H -5.287 3.246 -5.532  0.324
O -2.153 -1.783 5.536  -0.649
H -2.143 -0.868 5.818  0.314
H -1.988 -1.745 4.594  0.336
O -6.313 3.587 4.703  -0.650
H -5.624 3.322 5.313  0.322
H -6.341 2.884 4.054  0.326

***

In order of appearance, molecular weight = 286.27 285.29 301.29 287.28 848.53 u.